The following is a DFT calculation (wB97M-V/def2-TZVPD) of a single C4H7NS2 molecule at a distorted geometry.

Last columns: bonded neighbours and bond lengths (Å).
Element x y z (Å)
1 S 1.75393 0.28394 -1.56080  C4 1.577
2 S -1.18823 -0.08018 -0.97464  C4 1.734, C5 1.816
3 N -0.24589 1.73779 -2.35505  C4 1.381, H8 0.939, H14 1.184
4 C 0.23606 0.71188 -1.56676  S1 1.577, S2 1.734, N3 1.381
5 C -0.69908 -1.13566 0.42024  S2 1.816, C7 1.569, H9 1.078, H12 1.237
6 C 0.91717 -0.30337 2.14557  C7 1.363, H11 1.167, H13 1.199
7 C -0.37479 -0.64090 1.87324  C5 1.569, C6 1.363, H10 1.221
8 H -1.14807 1.99325 -2.31054  N3 0.939
9 H -1.47189 -1.88291 0.49748  C5 1.078
10 H -1.22424 -0.55250 2.74650  C7 1.221
11 H 1.18711 0.29908 3.10735  C6 1.167
12 H 0.15251 -1.93385 0.01141  C5 1.237
13 H 1.78073 -0.46954 1.33126  C6 1.199
14 H 0.32468 1.97298 -3.36526  N3 1.184

Values from the calculation:
Calculated total energy (eV): -27419.4005
Lowest unoccupied orbital energy (eV): 0.37
Structure (SMILES): C=CCSC(N)=S
HOMO (Ha): -0.317
ΔE to the lowest compared entry with this formula, charge and spin (eV): 2.4452
Net charge: 0
Multiplicity: 1
Gap between HOMO and LUMO (hartree): 0.33069